A structure of composition C50H79BCl2InN3O5P2Si3 in a non-equilibrium geometry, computed with the ωB97M-V functional and the def2-TZVPD basis.

The geometry in XYZ format:
```
146
Properties=species:S:1:pos:R:3:forces:R:3:mulliken_charge:R:1
In 0.08786 -0.00857 -0.90002 -0.32 0.22 0.65 1.591
Cl 0.97148 -1.78055 -3.17189 0.05 -0.75 -0.50 0.079
Cl 0.24555 -3.72096 -5.28065 0.02 0.02 -0.47 -0.231
P 2.37079 -0.13342 0.91634 0.01 0.54 -0.33 1.385
P 0.07239 0.42127 2.50240 -0.35 0.50 -0.07 -0.386
Si -0.70036 1.89322 -3.00510 -0.30 0.35 -0.25 -0.338
Si 2.99110 -2.88977 -0.08784 -0.24 -0.91 -0.37 1.405
Si -1.32517 -2.06847 3.81680 -0.06 -0.27 -0.21 0.903
O 4.56305 0.79700 -3.57182 0.41 0.76 -0.78 -0.799
O 2.97592 0.03889 -2.35507 -0.84 -0.13 0.20 -0.053
O 4.94028 -0.79668 -2.20846 0.74 -1.01 0.58 -0.692
O -2.92976 -0.87474 -0.50108 -0.58 0.32 0.10 -0.467
O -1.91888 -2.85606 -0.82704 0.41 -0.57 0.14 -0.592
N 2.07640 -1.43911 0.03532 0.29 0.38 0.16 0.603
N -0.49628 -1.04552 2.76081 -0.01 0.49 0.44 0.943
N 4.16710 0.01403 -2.71070 -0.16 0.11 -0.39 0.755
C 2.54536 -1.71530 3.14503 0.12 -0.05 -0.05 0.391
C 0.14658 3.81435 -5.17563 -0.27 -0.21 0.24 -2.001
C 0.54184 0.68745 5.24206 -0.01 -0.03 -0.15 -0.789
C 2.29163 1.95582 6.27213 0.05 0.09 0.11 -0.793
C -0.48044 -2.70379 5.43288 -0.03 0.38 -0.48 -1.327
C -2.32300 3.73220 3.24605 -0.05 0.19 0.03 -0.908
C 4.10274 3.15891 -0.73869 0.09 0.15 -0.08 -0.665
C -2.74000 1.73019 -5.24736 0.19 0.11 0.31 -2.110
C -1.35853 3.47787 -0.71748 0.12 -0.17 -0.08 -2.526
C -3.25740 2.26560 -1.62836 0.15 -0.11 -0.14 -1.623
C -1.22573 2.89000 3.20575 0.19 0.04 -0.02 -0.213
C -3.31635 -3.13937 -0.95704 -0.48 -0.29 -0.39 1.873
C -3.63263 2.07916 2.10779 -0.21 0.04 -0.11 -0.492
C -3.68186 -4.39323 -0.16364 0.23 0.35 -0.03 -1.960
C -3.56525 -3.44300 -2.44281 0.16 0.16 0.35 -2.086
C 0.16453 -3.32016 -3.56800 -0.10 0.24 0.62 0.826
C -0.71966 0.33354 -5.50903 0.12 0.21 0.15 -1.822
C 4.10171 -1.51662 4.96023 0.02 -0.07 0.08 -0.886
C 3.38361 -3.54069 -1.85138 -0.20 0.37 0.43 -1.415
C 4.97789 0.68090 0.14799 -0.15 0.06 -0.03 0.267
C 2.73794 2.33633 5.01711 0.10 0.25 0.15 -0.687
C 3.14410 -0.63956 2.49793 -0.13 0.02 -0.11 0.923
C -1.32010 1.63730 2.61265 0.03 -0.45 -0.16 0.742
C -5.14580 -1.33185 -1.36656 0.43 -0.02 0.13 -2.127
C 1.84287 -4.25771 0.63683 0.49 0.43 -0.21 -1.077
C 4.22891 -0.01114 3.09616 0.11 -0.03 -0.11 -0.425
C 5.88159 1.60279 -0.35222 0.26 0.09 0.05 -0.883
C 0.61681 3.10692 -3.90107 -0.02 -0.24 0.13 3.227
C 3.20392 2.24075 -0.23582 -0.17 0.16 0.01 -0.591
C -2.39329 -0.25205 -3.81650 0.09 0.14 0.09 -1.399
C 3.62739 0.99999 0.21969 0.02 -0.11 0.17 0.329
C -1.59489 -3.69731 2.84023 -0.12 0.47 0.41 -0.956
C -3.00075 -1.36662 4.46971 0.54 -0.18 -0.36 -1.295
C -4.00389 -1.81871 -0.47028 -0.49 -0.26 0.26 1.851
C -2.01355 3.05191 -2.02977 0.20 -0.22 -0.13 2.885
C 1.18347 1.13195 6.38191 -0.13 0.00 0.26 -0.854
C 0.96442 0.90694 1.09229 -0.17 -1.75 0.03 -1.648
C 5.44973 2.84197 -0.79416 0.04 0.06 -0.03 -0.897
C 2.09451 1.88550 3.87874 -0.16 0.14 -0.06 0.004
C -4.52326 -1.88438 0.97281 0.26 0.08 -0.33 -1.850
C -1.68650 0.92507 -4.48192 0.19 -0.01 0.33 3.300
C -2.53158 1.24523 2.05839 0.09 -0.08 0.07 0.886
C -2.47206 4.31189 -2.76347 0.23 -0.20 -0.12 -1.874
C 4.72016 -0.46485 4.30710 0.19 0.04 0.13 -0.810
C 4.68615 -3.06018 0.81132 -0.61 0.45 -0.09 -1.179
C -3.52929 3.32843 2.69758 -0.16 0.07 0.03 -0.891
C 1.82842 2.25056 -4.25345 -0.17 -0.09 0.23 -2.305
C 0.99831 1.04081 3.98073 0.03 -0.19 -0.19 0.569
C 1.13256 4.17517 -2.93834 -0.23 -0.10 0.05 -1.997
C 3.00986 -2.13797 4.37578 0.00 -0.13 0.12 -0.866
B -1.71885 -1.51073 -0.63648 0.69 0.78 -0.38 -0.986
H 0.80762 -3.97936 0.46515 -0.25 0.10 -0.07 -0.143
H -1.04556 2.59931 -0.15286 0.11 0.09 0.23 0.464
H -0.49023 4.10617 -0.88169 0.20 0.05 0.07 0.303
H 0.37487 4.91406 -2.68989 -0.07 0.11 0.10 0.334
H -0.92635 -4.47610 3.19587 0.19 -0.13 0.12 0.555
H 5.58857 0.01104 4.75001 -0.06 0.05 0.01 0.289
H -3.54536 -4.24922 0.90094 0.02 -0.03 0.12 0.234
H -0.33121 0.05770 5.30633 -0.09 -0.06 0.13 0.398
H -4.57492 1.75810 1.68046 -0.04 0.00 -0.06 0.326
H -3.59154 -0.96099 3.65627 -0.15 0.12 -0.20 0.166
H 4.68842 -2.60882 1.79861 0.04 0.06 0.16 0.178
H 2.14535 2.46576 -0.19663 0.02 0.05 0.11 0.272
H -3.85379 2.85378 -0.92673 -0.08 0.12 0.13 0.715
H -3.17103 1.12337 -6.05027 0.00 -0.13 -0.08 0.503
H 4.94634 -4.10843 0.93776 -0.10 -0.27 -0.12 0.491
H 2.51804 -2.95599 4.88267 0.00 -0.07 0.04 0.307
H 2.65663 2.86005 -4.61817 0.10 0.16 -0.06 0.545
H 2.64910 -4.27416 -2.17985 -0.13 -0.15 0.00 0.333
H -0.32209 1.09694 -6.17140 0.11 0.07 -0.11 0.432
H -3.60695 -2.10914 4.98415 -0.01 -0.25 0.10 0.486
H 0.66148 -4.12973 -3.03645 -0.05 0.27 0.08 0.258
H -2.82620 -0.54747 5.16341 0.10 0.18 0.14 0.366
H 4.35903 -4.02128 -1.85341 0.17 -0.14 0.10 0.436
H 4.46478 -1.84683 5.92595 0.03 -0.03 0.01 0.360
H -3.72062 -2.14966 1.65516 0.06 -0.10 0.10 -0.079
H 1.70961 -2.20259 2.66689 -0.10 -0.06 0.03 -0.232
H -0.06914 3.09491 -5.95977 -0.09 -0.02 -0.16 0.334
H -3.12763 0.09795 -3.09948 -0.14 -0.08 0.16 -0.419
H 0.38874 -3.30638 5.18716 0.17 -0.13 -0.08 0.219
H 2.79631 2.30812 7.16483 0.02 0.00 -0.02 0.291
H -4.88833 -0.89769 1.25426 -0.01 0.09 0.02 0.442
H -2.24274 4.71250 3.70498 0.04 -0.04 -0.01 0.361
H 1.97402 4.70787 -3.39056 0.11 -0.01 -0.08 0.659
H -3.26979 -2.59707 -3.05458 -0.02 0.09 -0.14 0.280
H -0.28638 3.21496 3.63345 0.02 0.01 0.02 0.415
H 2.01753 -5.22802 0.17883 0.11 -0.22 -0.09 0.465
H -2.60711 -4.08129 2.93438 -0.27 -0.11 0.03 0.362
H -3.20100 4.85324 -2.15410 -0.10 0.06 0.12 0.503
H -2.95686 -4.29973 -2.72611 0.04 -0.11 -0.02 0.445
H -3.55585 2.03403 -4.59701 -0.14 0.12 0.06 0.358
H -5.34285 -2.59487 1.06979 -0.04 -0.09 0.03 0.475
H -2.30540 2.61814 -5.69465 -0.01 0.21 -0.14 0.347
H -4.71630 -4.67229 -0.36429 -0.08 -0.02 0.02 0.347
H -3.03060 -5.20548 -0.47941 0.03 -0.09 -0.05 0.465
H 5.46666 -2.59160 0.21985 0.15 0.12 -0.19 0.278
H -2.06870 4.04033 -0.10618 -0.12 0.05 0.12 0.506
H 6.93254 1.35209 -0.40953 0.04 -0.08 -0.05 0.348
H -0.88442 -3.24857 -3.29261 0.15 0.04 0.07 -0.849
H -0.14273 -1.90634 6.08820 0.07 0.13 0.13 0.370
H 5.31733 -0.29524 0.46068 0.06 -0.07 0.03 0.316
H 0.94073 4.46891 -5.54667 0.12 0.06 0.02 0.559
H 0.81094 0.84361 7.35887 0.02 -0.01 0.01 0.367
H 1.48432 3.70721 -2.02505 0.12 0.05 0.26 -0.029
H -4.80361 -1.15965 -2.38017 0.00 0.00 -0.16 0.375
H 2.17233 1.71858 -3.37213 0.25 -0.12 -0.10 0.292
H -5.95453 -2.06151 -1.37885 -0.09 -0.04 0.01 0.333
H -1.37268 -3.53958 1.79108 0.00 0.10 -0.25 -0.204
H -1.22931 -0.40767 -6.13123 -0.14 -0.09 -0.05 0.449
H -2.97981 1.34050 -1.13155 -0.14 -0.19 0.10 -0.084
H -5.52319 -0.38798 -0.98035 -0.06 0.08 0.08 0.485
H 0.11296 -0.15752 -5.01984 0.16 -0.13 -0.06 0.081
H 4.69774 0.84072 2.62247 -0.02 -0.02 -0.04 0.445
H -2.58533 0.26999 1.59487 -0.12 -0.05 -0.03 -0.529
H -2.93877 4.07675 -3.71513 -0.12 0.01 -0.21 0.267
H 6.15215 3.55056 -1.21485 0.07 0.00 0.03 0.324
H -1.63782 4.97930 -2.95209 0.08 0.18 -0.08 0.352
H 3.59139 2.99763 4.92828 0.06 -0.01 -0.03 0.419
H -3.89282 2.03337 -2.47962 -0.11 -0.11 -0.14 0.313
H -1.15936 -3.33461 6.00593 -0.23 -0.08 -0.04 0.437
H 1.59934 1.51849 -5.01996 0.03 -0.20 -0.12 0.260
H -4.38667 3.98954 2.73135 -0.04 0.01 0.00 0.339
H -1.66684 -0.85788 -3.27689 -0.03 -0.21 0.02 -0.497
H 1.98608 -4.36129 1.70670 -0.01 -0.04 0.34 0.285
H 3.42714 -2.74358 -2.57915 0.07 0.22 -0.10 0.184
H 2.42968 2.18841 2.89461 0.00 0.01 -0.05 0.380
H -4.61021 -3.68092 -2.62805 -0.10 -0.01 -0.07 0.361
H -2.90159 -0.87780 -4.55921 -0.02 -0.05 -0.12 0.794
H 3.75251 4.11887 -1.09802 -0.01 0.00 -0.05 0.396
H -0.73993 4.42067 -5.00521 -0.16 0.15 -0.06 0.274
```
Forces are in eV/Å.

As for the charge: -2. Its LUMO energy is 3.883 eV. Its HOMO energy is -2.48 eV. The value obtained for the maximum force is 1.76 eV Å⁻¹. The calculation puts the frontier orbital gap at 6.364 eV. The calculation puts the energy at -140950.088 eV.